No. 1
C30H36AsI2N3O4PdS2 | the ωB97M-V functional and the def2-TZVPD basis

Positions of all 79 atoms, in Å:
Pd1 0.25 3.03 0.98
I1 5.31 0.62 0.26
C1 4.06 0.69 1.93
C2 4.53 0.21 3.15
C3 3.75 0.25 4.27
I2 4.53 -0.54 6.05
C4 2.45 0.83 4.23
C5 1.58 0.93 5.33
C6 0.37 1.55 5.20
C7 0.03 2.10 3.96
N1 0.81 2.01 2.91
C8 1.99 1.36 3.00
C9 2.76 1.23 1.75
O1 2.29 1.56 0.63
H1 5.53 -0.22 3.20
H2 1.88 0.51 6.28
H3 -0.32 1.61 6.02
H4 -0.92 2.61 3.81
C10 -2.78 2.85 -1.61
C11 -1.54 3.46 -2.25
N2 -0.92 4.49 -1.43
C12 0.26 4.17 -0.68
S1 0.68 5.30 0.60
N3 1.24 3.57 -1.52
C13 1.82 4.42 -2.55
C14 2.91 3.67 -3.28
H5 -3.22 2.08 -2.26
H6 -3.55 3.61 -1.44
H7 -2.53 2.39 -0.65
H8 -1.81 3.89 -3.22
H9 -0.79 2.70 -2.43
H10 -1.57 4.98 -0.83
H11 1.96 3.14 -0.95
H12 2.22 5.35 -2.10
H13 1.03 4.72 -3.24
H14 3.70 3.36 -2.59
H15 3.37 4.29 -4.06
H16 2.51 2.76 -3.75
C15 1.62 -1.69 -3.31
As1 1.92 -0.37 -1.86
C16 0.03 0.04 -1.61
C17 2.11 -1.63 -0.32
C18 1.41 -2.93 -0.48
C19 0.09 -3.10 -0.04
C20 -0.58 -4.30 -0.25
C21 0.05 -5.36 -0.89
C22 1.37 -5.21 -1.30
C23 2.04 -4.01 -1.10
H17 0.82 -2.39 -3.08
H18 2.54 -2.25 -3.51
H19 1.36 -1.12 -4.21
H20 -0.35 0.53 -2.51
H21 -0.09 0.70 -0.75
H22 -0.54 -0.88 -1.44
H23 1.70 -1.06 0.53
H24 3.18 -1.76 -0.16
H25 -0.39 -2.29 0.49
H26 -1.60 -4.40 0.09
H27 -0.47 -6.30 -1.05
H28 1.89 -6.04 -1.79
H29 3.06 -3.90 -1.43
C24 -5.21 -4.00 -1.09
C25 -4.42 -2.97 -0.32
C26 -4.10 -3.16 1.02
C27 -3.36 -2.21 1.72
C28 -2.93 -1.06 1.08
C29 -3.25 -0.85 -0.26
C30 -3.99 -1.80 -0.95
S2 -1.87 0.09 1.96
O2 -0.58 -0.57 1.95
O3 -2.47 0.21 3.28
O4 -1.92 1.32 1.17
H30 -5.33 -4.91 -0.50
H31 -4.72 -4.26 -2.03
H32 -6.21 -3.63 -1.34
H33 -4.43 -4.06 1.52
H34 -3.11 -2.36 2.76
H35 -2.91 0.05 -0.74
H36 -4.22 -1.64 -2.00

The energy above the lowest of the compared OMol25 structures with the same formula, charge and spin is 42.7 kJ/mol. As for the total charge: -2. Its electronic energy is -146548.265 eV. For the highest occupied orbital energy, the calculation gives -1.6 eV. The max |F| comes out at 0.1 eV Å⁻¹. The LUMO energy is 3.7 eV.



No. 2
C56H70N14 | the ωB97M-V functional and the def2-TZVPD basis

Positions of all 140 atoms, in Å:
N1 7.62 18.05 3.31
C1 7.69 18.37 4.65
C2 6.46 18.69 5.13
C3 5.64 18.39 4.03
C4 6.28 17.88 2.93
H1 8.41 17.70 2.79
H2 8.63 18.26 5.17
H3 6.20 18.90 6.15
H4 4.56 18.42 3.96
H5 5.94 17.60 1.94
N2 4.42 20.51 -4.28
C5 5.55 19.92 -3.69
C6 6.36 19.60 -4.76
C7 5.72 20.13 -5.95
C8 4.52 20.63 -5.63
H6 3.71 20.90 -3.68
H7 5.72 19.78 -2.64
H8 7.34 19.16 -4.67
H9 6.09 20.11 -6.97
H10 3.71 21.07 -6.19
N3 4.31 13.76 -4.12
C9 3.74 14.56 -3.10
C10 3.65 15.84 -3.54
C11 4.41 15.83 -4.77
C12 4.86 14.53 -5.10
H11 4.32 12.75 -4.17
H12 3.27 14.11 -2.24
H13 3.27 16.71 -3.03
H14 4.48 16.63 -5.49
H15 5.33 14.19 -6.01
N4 1.06 23.42 0.96
C13 1.82 24.44 0.46
C14 1.13 24.98 -0.55
C15 -0.06 24.24 -0.73
C16 -0.03 23.17 0.18
H16 1.33 22.83 1.73
H17 2.67 24.72 1.06
H18 1.42 25.85 -1.12
H19 -0.83 24.21 -1.48
H20 -0.80 22.44 0.41
N5 0.36 24.17 -3.86
C17 -0.02 25.17 -4.78
C18 0.06 24.58 -6.02
C19 0.17 23.19 -5.84
C20 0.49 23.01 -4.47
H21 0.46 24.31 -2.87
H22 -0.08 26.23 -4.59
H23 -0.01 25.16 -6.93
H24 0.13 22.41 -6.58
H25 0.68 22.12 -3.89
N6 1.44 14.90 1.04
C21 1.41 16.19 1.43
C22 2.75 16.64 1.58
C23 3.52 15.53 1.32
C24 2.71 14.46 1.03
H26 0.63 14.31 0.88
H27 0.49 16.70 1.65
H28 3.05 17.58 2.02
H29 4.59 15.39 1.43
H30 2.83 13.39 1.02
N7 3.26 23.38 4.20
C25 3.70 22.17 3.92
C26 4.88 22.31 3.19
C27 5.09 23.73 3.04
C28 4.11 24.30 3.71
H31 2.38 23.51 4.68
H32 3.10 21.33 4.23
H33 5.53 21.64 2.65
H34 5.95 24.11 2.51
H35 3.99 25.30 4.11
N8 6.25 23.51 -1.29
C29 6.24 23.09 -2.59
C30 5.18 23.47 -3.24
C31 4.41 24.13 -2.30
C32 5.05 24.11 -1.08
H36 7.00 23.40 -0.62
H37 7.00 22.49 -3.06
H38 4.82 23.18 -4.22
H39 3.40 24.51 -2.37
H40 4.82 24.51 -0.10
N9 9.46 21.04 0.36
C33 8.27 20.86 1.02
C34 8.46 21.02 2.42
C35 9.82 21.33 2.53
C36 10.42 21.21 1.29
H41 9.59 20.74 -0.60
H42 7.39 20.63 0.44
H43 7.81 20.98 3.28
H44 10.43 21.55 3.39
H45 11.47 21.23 1.04
N10 -0.47 19.19 3.99
C37 0.86 19.42 3.82
C38 1.06 19.80 2.45
C39 -0.20 19.67 1.89
C40 -1.10 19.16 2.83
H46 -0.83 18.95 4.90
H47 1.46 19.24 4.70
H48 1.94 20.10 1.91
H49 -0.48 19.92 0.88
H50 -2.17 19.03 2.81
N11 3.10 21.37 -0.65
C41 4.01 20.58 -0.04
C42 3.78 19.27 -0.39
C43 2.77 19.29 -1.36
C44 2.24 20.60 -1.44
H51 2.92 22.34 -0.45
H52 4.73 21.16 0.52
H53 4.35 18.38 -0.16
H54 2.41 18.39 -1.85
H55 1.42 21.02 -2.00
N12 -2.59 19.49 -1.73
C45 -2.34 20.87 -1.50
C46 -3.31 21.35 -0.67
C47 -4.22 20.34 -0.42
C48 -3.83 19.23 -1.23
H56 -2.07 18.81 -2.28
H57 -1.45 21.34 -1.88
H58 -3.34 22.36 -0.30
H59 -5.11 20.43 0.19
H60 -4.30 18.28 -1.46
N13 7.05 15.04 -2.48
C49 8.30 14.65 -2.72
C50 9.15 15.70 -2.41
C51 8.41 16.63 -1.72
C52 7.09 16.27 -1.88
H61 6.25 14.43 -2.49
H62 8.56 13.70 -3.15
H63 10.22 15.60 -2.51
H64 8.71 17.53 -1.21
H65 6.14 16.70 -1.59
N14 -2.95 15.83 -0.78
C53 -2.92 16.19 -2.11
C54 -1.63 16.75 -2.38
C55 -0.91 16.70 -1.14
C56 -1.70 16.07 -0.23
H66 -3.73 15.50 -0.24
H67 -3.75 15.97 -2.78
H68 -1.20 16.85 -3.36
H69 0.08 17.11 -1.02
H70 -1.62 15.90 0.84

The energy above the lowest of the compared OMol25 structures with the same formula, charge and spin is 413.2 kJ/mol. As for the total charge: 0. Its electronic energy is -80061.797 eV. For the highest occupied orbital energy, the calculation gives -7.7 eV. The max |F| comes out at 5.2 eV Å⁻¹. The LUMO energy is 0.4 eV.



No. 3
C4H40N2O14 | the ωB97M-V functional and the def2-TZVPD basis

Positions of all 60 atoms, in Å:
C1 0.53 -1.14 2.17
C2 0.44 -2.56 1.73
C3 -0.97 -2.99 1.02
C4 -2.13 -2.64 1.98
N1 -3.06 -1.76 1.22
N2 0.26 -0.07 1.15
H1 -0.22 -1.01 3.09
H2 1.65 -0.86 2.68
H3 1.40 -2.79 1.32
H4 0.50 -3.25 2.68
H5 -1.06 -3.98 1.06
H6 -0.90 -2.64 -0.01
H7 -2.62 -3.60 2.33
H8 -1.79 -2.00 2.73
H9 -2.97 -0.85 1.46
H10 -4.09 -1.92 1.61
H11 0.80 -0.35 0.38
H12 -0.68 -0.05 0.82
H13 2.95 -0.47 -3.71
H14 3.02 0.62 -2.47
O1 2.58 -0.17 -2.89
H15 -2.43 -1.46 -0.53
H16 -3.26 -0.74 -1.54
O2 -2.38 -0.77 -1.21
H17 2.29 2.01 0.67
H18 3.20 1.67 -0.45
O3 3.21 2.09 0.47
H19 2.23 -2.79 -2.50
H20 1.43 -3.17 -1.42
O4 2.06 -3.57 -2.02
H21 -0.27 3.21 1.34
H22 1.15 4.01 1.02
O5 0.57 3.31 0.79
H23 -3.05 3.79 -0.70
H24 -2.74 2.82 -1.79
O6 -2.47 3.73 -1.66
H25 -2.60 1.03 -3.23
H26 -3.98 0.60 -2.57
O7 -3.52 1.23 -3.03
H27 0.32 -1.07 -2.60
H28 -0.29 -1.08 -1.18
O8 0.27 -1.59 -1.76
H29 -1.33 1.16 1.86
H30 -2.59 1.91 1.54
O9 -2.34 1.04 1.41
H31 2.23 -0.87 0.02
H32 3.50 -0.77 -0.76
O10 3.24 -0.47 0.07
H33 -0.94 2.11 -3.93
H34 -1.20 2.14 -2.31
O11 -0.81 1.54 -3.03
H35 3.40 -0.48 2.01
H36 4.06 0.75 2.36
O12 3.65 -0.09 2.77
H37 0.49 3.12 3.19
H38 0.59 1.51 2.83
O13 -0.03 2.23 3.02
H39 1.55 2.79 -2.80
H40 1.28 1.46 -2.42
O14 1.86 2.17 -2.26

The energy above the lowest of the compared OMol25 structures with the same formula, charge and spin is 687.2 kJ/mol. As for the total charge: 0. Its electronic energy is -36437.375 eV. For the highest occupied orbital energy, the calculation gives -9.7 eV. The max |F| comes out at 6.6 eV Å⁻¹. The LUMO energy is -0.2 eV.



No. 4
C5H13NO2 | the ωB97M-V functional and the def2-TZVPD basis

Positions of all 21 atoms, in Å:
C1 1.71 -0.61 1.09
N1 0.57 -1.24 0.75
C2 -2.52 0.65 -0.38
C3 -1.14 0.40 0.32
C4 -0.31 -0.80 -0.33
C5 -1.21 -1.94 -0.64
O1 2.15 0.51 0.66
H1 2.44 -1.15 1.90
H2 0.22 -2.09 1.14
H3 -2.69 0.11 -1.32
H4 -2.59 1.71 -0.56
H5 -3.26 0.34 0.40
H6 -1.30 0.47 1.46
H7 -0.46 1.30 0.29
H8 0.37 -0.55 -1.29
H9 -2.06 -1.71 -1.25
H10 -0.54 -2.53 -1.24
H11 -1.46 -2.50 0.23
H12 1.60 1.84 -0.82
H13 1.38 3.31 -0.82
O2 1.00 2.49 -1.13

The energy above the lowest of the compared OMol25 structures with the same formula, charge and spin is 195.7 kJ/mol. As for the total charge: 0. Its electronic energy is -10979.851 eV. For the highest occupied orbital energy, the calculation gives -9.7 eV. The max |F| comes out at 4.1 eV Å⁻¹. As for the SMILES: CC[C@H](C)NC=O.O. The LUMO energy is 0.9 eV.



No. 5
C2H8O2Tl | the ωB97M-V functional and the def2-TZVPD basis

Positions of all 13 atoms, in Å:
Tl1 0.47 2.14 -0.48
C1 -0.92 -0.37 -1.10
O1 -1.30 0.93 -0.95
H1 -1.78 -0.98 -1.37
H2 -0.20 -0.40 -1.92
H3 -0.57 -0.83 -0.18
H4 -2.26 0.91 -0.98
C2 1.41 -0.38 1.13
O2 0.37 0.48 0.71
H5 1.73 -0.05 2.13
H6 1.17 -1.42 1.31
H7 2.17 -0.27 0.36
H8 -0.31 0.24 1.35

The energy above the lowest of the compared OMol25 structures with the same formula, charge and spin is 310.3 kJ/mol. As for the total charge: +3. Its electronic energy is -10947.189 eV. For the highest occupied orbital energy, the calculation gives -26.4 eV. The max |F| comes out at 4.4 eV Å⁻¹. The LUMO energy is -21.4 eV.



No. 6
C27H50Cl3F16LiN2O11 | the ωB97M-V functional and the def2-TZVPD basis

Positions of all 110 atoms, in Å:
Li1 19.00 -5.40 -9.68
C1 20.28 0.19 -3.86
O1 19.93 -1.17 -3.84
C2 18.77 -1.49 -4.69
C3 18.68 -3.06 -4.81
N1 20.08 -3.67 -5.28
H1 20.41 -3.25 -6.13
H2 20.70 -3.45 -4.52
C4 20.01 -5.19 -5.43
C5 21.33 -5.89 -5.72
O2 22.28 -5.34 -4.82
C6 23.53 -5.92 -4.60
H3 19.42 0.78 -3.57
H4 20.61 0.52 -4.85
H5 21.11 0.37 -3.18
H6 18.94 -1.13 -5.71
H7 17.92 -1.07 -4.17
H8 18.05 -3.33 -5.65
H9 18.48 -3.61 -3.89
H10 19.30 -5.40 -6.22
H11 19.65 -5.53 -4.46
H12 21.69 -5.52 -6.67
H13 21.30 -6.98 -5.65
H14 23.63 -6.97 -4.89
H15 23.98 -5.71 -3.63
H16 24.22 -5.50 -5.34
C7 16.36 -3.07 -14.16
O3 15.94 -3.25 -12.79
C8 15.83 -2.03 -12.08
C9 14.93 -2.09 -10.79
N2 15.52 -3.20 -9.90
H17 15.71 -4.00 -10.48
H18 16.44 -3.01 -9.53
C10 14.64 -3.68 -8.73
C11 14.69 -2.76 -7.44
O4 14.12 -1.50 -7.76
C12 14.39 -0.52 -6.81
H19 16.28 -4.01 -14.70
H20 17.40 -2.76 -14.22
H21 15.91 -2.27 -14.76
H22 15.45 -1.18 -12.64
H23 16.88 -1.76 -11.94
H24 13.99 -2.61 -11.00
H25 14.82 -1.26 -10.10
H26 15.17 -4.58 -8.44
H27 13.68 -4.01 -9.13
H28 15.69 -2.69 -7.01
H29 14.06 -3.25 -6.71
H30 13.60 0.21 -7.00
H31 15.34 -0.01 -6.97
H32 14.18 -0.81 -5.78
Cl1 19.39 -1.80 -9.01
O5 19.51 -3.15 -9.56
O6 19.50 -0.85 -10.10
O7 18.18 -1.54 -8.33
O8 20.52 -1.67 -8.15
C13 26.99 -0.47 -7.04
C14 27.50 0.04 -8.43
C15 28.06 -1.19 -9.21
F1 28.26 -1.05 -10.56
F2 29.22 -1.69 -8.72
F3 26.46 0.69 -9.00
F4 28.55 0.93 -8.35
O9 25.83 -1.31 -7.20
C16 24.98 -1.56 -6.06
C17 23.71 -2.24 -6.40
F5 23.93 -3.43 -6.92
F6 22.75 -2.24 -5.44
F7 25.75 -2.17 -5.15
F8 24.64 -0.43 -5.59
H33 26.81 0.41 -6.42
H34 27.72 -1.07 -6.51
H35 27.33 -1.99 -9.14
H36 23.17 -1.78 -7.23
C18 18.32 2.11 -8.24
C19 19.19 2.89 -7.30
C20 19.70 4.14 -7.97
F9 20.49 4.92 -7.17
F10 20.30 3.92 -9.19
F11 18.58 3.24 -6.23
F12 20.17 2.15 -6.89
O10 17.28 2.93 -8.88
C21 16.47 2.20 -9.77
C22 15.67 3.13 -10.64
F13 16.47 4.02 -11.31
F14 14.87 2.54 -11.58
F15 17.11 1.25 -10.35
F16 15.62 1.56 -9.03
H37 17.89 1.28 -7.67
H38 18.95 1.61 -8.98
H39 18.91 4.77 -8.37
H40 15.03 3.74 -10.01
C23 20.57 -5.45 -13.55
C24 19.84 -6.79 -13.66
C25 19.24 -6.89 -12.28
O11 19.58 -5.66 -11.57
C26 19.93 -4.64 -12.49
H41 20.53 -4.98 -14.54
H42 21.61 -5.56 -13.25
H43 20.47 -7.67 -13.74
H44 19.17 -6.85 -14.51
H45 19.84 -7.55 -11.65
H46 18.16 -6.87 -12.19
H47 20.60 -3.93 -12.00
H48 19.03 -4.14 -12.84
C27 22.90 0.35 -10.09
Cl2 23.56 1.33 -8.79
Cl3 21.93 1.33 -11.22
H49 23.65 -0.12 -10.73
H50 22.29 -0.41 -9.61

As for the total charge: +2. Its electronic energy is -135538.451 eV. For the highest occupied orbital energy, the calculation gives -13.9 eV. The max |F| comes out at 4.7 eV Å⁻¹. The LUMO energy is -6.8 eV.



Question: Look up the max |F| of the fifth one.
Answer: 4.4 eV Å⁻¹